Entry 1:
C30H75F4K2N2O28P5S4 | ωB97M-V/def2-TZVPD

Output
- E_HOMO (alpha / beta): -2.452 / -6.570 eV
- LUMO level (alpha / beta): 1.23 / 1.18 eV
- Multiplicity: 2
- Calculated total energy: -225952.01592 eV
- Total charge: -1

Each line ends with the Mulliken charge.
Positions of all 150 atoms, in Å:
K  1.707  -2.141  3.294  0.686
K  -0.582  -3.561  1.264  0.118
N  1.233  -1.801  0.442  0.546
S  2.851  -2.145  0.006  1.002
O  3.802  -1.618  0.972  -0.610
O  3.367  -2.392  -1.345  -0.621
F  2.700  -3.641  0.507  -0.218
S  1.181  -0.544  -0.420  0.112
O  0.672  -0.761  -1.761  -0.411
O  2.131  0.552  -0.107  -0.302
F  -0.123  0.099  0.277  -0.143
N  -0.015  3.950  -3.723  -0.523
S  -1.670  4.373  -3.544  1.063
O  -1.875  5.518  -2.640  -0.564
O  -2.705  3.353  -3.562  -0.565
F  -1.730  5.113  -4.987  -0.320
S  0.087  3.388  -2.317  0.771
O  -0.524  2.131  -1.885  0.009
O  0.374  4.417  -1.279  -0.394
F  1.573  2.759  -2.602  -0.462
C  6.443  7.297  -2.722  -1.217
C  6.163  6.372  -1.511  -0.277
O  4.891  6.854  -0.984  -0.371
P  3.677  5.786  -0.985  1.231
O  3.233  5.419  -2.352  -0.698
O  4.269  4.597  -0.011  -0.455
C  3.407  3.566  0.405  0.384
C  4.267  2.559  1.291  -1.411
O  2.493  6.477  -0.081  -0.240
C  2.861  6.902  1.210  0.207
C  1.641  7.447  1.902  -1.333
H  5.574  7.385  -3.375  0.302
H  6.497  8.335  -2.392  0.313
H  7.209  6.967  -3.423  0.371
H  6.115  5.356  -1.903  0.272
H  6.978  6.389  -0.787  0.331
H  2.580  4.000  0.967  0.195
H  3.094  3.071  -0.515  0.142
H  3.666  1.870  1.885  0.064
H  5.022  2.038  0.701  0.354
H  4.862  3.200  1.942  0.497
H  3.275  6.042  1.736  0.013
H  3.683  7.616  1.264  0.340
H  1.392  8.342  1.332  0.362
H  0.824  6.729  1.977  0.232
H  1.970  7.836  2.865  0.428
C  1.246  -5.081  -2.176  -0.831
C  0.587  -6.379  -2.756  -0.387
O  -0.467  -6.967  -1.973  -0.262
P  -0.331  -7.450  -0.449  0.472
O  -0.390  -6.396  0.603  -0.481
O  -1.445  -8.674  -0.342  -0.311
C  -1.802  -9.279  0.894  -0.162
C  -3.349  -9.296  1.023  -1.214
O  0.961  -8.430  -0.455  -0.264
C  1.847  -8.428  0.604  0.061
C  3.126  -8.978  0.163  -1.310
H  0.398  -4.468  -1.872  0.179
H  1.739  -5.220  -1.214  0.210
H  1.925  -4.580  -2.867  0.504
H  0.136  -6.105  -3.709  0.282
H  1.215  -7.269  -2.794  0.285
H  -1.444  -10.307  0.944  0.303
H  -1.361  -8.756  1.743  0.307
H  -3.663  -10.304  1.294  0.344
H  -3.795  -8.470  1.578  0.305
H  -3.819  -9.249  0.041  0.318
H  2.033  -7.394  0.894  0.207
H  1.405  -8.972  1.439  0.275
H  2.938  -10.050  0.218  0.297
H  3.455  -8.560  -0.788  0.307
H  3.957  -8.835  0.855  0.388
C  -3.270  -6.337  -6.001  -1.281
C  -2.857  -5.395  -4.859  0.292
O  -3.163  -4.022  -5.172  -0.356
P  -2.194  -3.173  -6.144  0.909
O  -0.796  -3.671  -6.393  -0.769
O  -2.279  -1.654  -5.578  -0.075
C  -1.088  -1.077  -5.052  -0.333
C  -1.314  0.334  -4.505  -0.792
O  -3.051  -3.038  -7.511  -0.441
C  -4.355  -2.527  -7.352  -0.183
C  -4.339  -1.286  -8.103  -1.210
H  -2.523  -6.416  -6.791  0.330
H  -3.245  -7.344  -5.584  0.461
H  -4.257  -6.138  -6.420  0.288
H  -3.419  -5.684  -3.971  0.387
H  -1.854  -5.655  -4.521  -0.182
H  -0.590  -1.653  -4.272  0.298
H  -0.423  -0.913  -5.900  0.271
H  -1.826  0.248  -3.547  -0.043
H  -0.380  0.891  -4.428  0.367
H  -2.078  0.852  -5.085  0.391
H  -5.120  -3.192  -7.752  0.399
H  -4.677  -2.434  -6.315  0.307
H  -5.156  -0.621  -7.823  0.339
H  -3.407  -0.725  -8.041  0.268
H  -4.347  -1.378  -9.189  0.341
C  4.157  4.617  4.875  -1.124
C  3.786  3.128  5.379  -0.289
O  2.448  2.912  5.118  -0.179
P  1.738  1.491  5.319  0.629
O  2.488  0.284  4.881  -0.718
O  1.211  1.550  6.787  -0.393
C  0.363  0.553  7.388  -0.105
C  1.263  -0.626  7.803  -1.065
O  0.374  1.676  4.442  -0.089
C  0.518  1.475  3.085  0.504
C  0.181  2.730  2.416  -0.236
H  3.740  4.843  3.894  0.087
H  3.991  5.425  5.588  0.390
H  5.226  4.743  4.707  0.430
H  4.285  2.411  4.726  0.286
H  4.123  2.889  6.388  0.372
H  -0.274  0.940  8.183  0.411
H  -0.474  0.262  6.754  0.081
H  0.689  -1.461  8.203  0.413
H  1.808  -1.078  6.974  0.207
H  1.986  -0.444  8.598  0.288
H  1.500  1.123  2.772  -0.058
H  -0.221  0.700  2.880  -0.029
H  -0.802  3.043  2.767  0.021
H  0.848  3.527  2.748  0.177
H  0.226  2.476  1.357  -0.014
C  -3.357  1.124  -0.594  -0.787
C  -3.150  1.147  0.938  0.545
O  -4.403  1.431  1.472  -0.457
P  -4.514  2.316  2.785  0.727
O  -5.792  2.482  3.451  -0.826
O  -3.347  1.674  3.710  0.313
C  -3.418  1.858  5.106  0.006
C  -4.155  0.649  5.594  -1.169
O  -3.870  3.733  2.272  -0.272
C  -4.439  4.426  1.144  -0.427
C  -3.191  4.981  0.444  -0.678
H  -2.425  0.706  -0.976  -0.209
H  -4.266  0.627  -0.932  0.400
H  -3.446  2.076  -1.117  0.230
H  -2.740  0.200  1.290  0.372
H  -2.402  1.887  1.224  -0.296
H  -2.381  1.767  5.429  -0.105
H  -3.804  2.854  5.327  0.361
H  -3.661  -0.250  5.224  0.226
H  -4.104  0.628  6.682  0.420
H  -5.182  0.723  5.237  0.353
H  -4.947  3.724  0.483  0.286
H  -5.216  5.155  1.374  0.395
H  -3.473  5.376  -0.532  0.384
H  -2.659  5.731  1.030  0.320
H  -2.467  4.183  0.283  -0.118

Entry 2:
C30H76ClN5O3 | ωB97M-V/def2-TZVPD

Output
- E_HOMO: -10.968 eV
- LUMO level: -8.92 eV
- Calculated total energy: -58413.39657 eV
- Total charge: +4

Each line ends with the Mulliken charge.
Positions of all 115 atoms, in Å:
C  9.396  20.694  6.078  -0.969
C  8.116  20.327  5.785  -0.517
C  7.567  18.911  6.070  -0.174
C  6.372  19.144  6.874  -0.942
N  5.662  17.801  7.507  0.082
C  6.627  16.762  8.207  -0.757
C  6.952  17.586  9.427  -0.453
C  5.582  18.067  9.869  -0.507
C  4.795  18.286  8.579  -0.580
C  5.019  17.120  6.407  -1.059
H  10.012  21.453  5.553  0.408
H  10.025  19.985  6.749  0.235
H  8.920  21.649  6.806  0.243
H  14.262  18.415  2.866  -0.154
H  7.437  20.961  5.300  0.512
H  8.433  18.392  6.447  0.324
H  7.354  18.663  5.011  0.300
H  5.581  19.644  6.217  0.407
H  6.652  19.822  7.705  0.461
H  6.120  15.850  8.336  0.466
H  7.380  16.544  7.429  0.429
H  7.540  16.981  10.164  0.425
H  7.409  18.509  8.941  0.192
H  5.095  17.271  10.414  0.329
H  5.695  19.062  10.439  0.314
H  3.909  17.649  8.416  0.404
H  4.499  19.304  8.352  0.332
H  4.628  16.128  6.664  0.392
H  5.878  16.841  5.787  0.477
H  4.287  17.708  5.856  0.383
C  12.004  15.437  17.856  -1.357
C  12.990  16.501  17.445  -0.484
C  12.505  17.865  16.981  -0.145
C  13.676  18.707  16.566  -1.051
N  13.318  20.043  16.061  0.295
C  12.653  19.953  14.676  -0.713
C  12.857  21.261  13.974  -0.478
C  14.055  21.916  14.722  -0.721
C  14.548  20.852  15.652  -0.550
C  12.503  20.794  17.128  -0.854
H  12.526  14.482  18.037  0.371
H  11.215  15.121  17.130  0.296
H  11.575  15.727  18.808  0.370
H  13.651  16.040  16.668  0.353
H  13.648  16.624  18.311  0.295
H  12.061  18.328  17.824  0.336
H  11.753  17.835  16.172  0.302
H  14.112  18.193  15.702  0.340
H  14.435  18.847  17.377  0.406
H  11.605  19.737  14.725  0.337
H  13.150  19.107  14.165  0.373
H  11.943  21.850  14.146  0.302
H  12.911  21.184  12.894  0.403
H  13.738  22.812  15.274  0.309
H  14.920  22.232  14.164  0.395
H  15.103  21.201  16.529  0.429
H  15.240  20.183  15.093  0.392
H  12.581  21.878  16.948  0.377
H  12.868  20.462  18.138  0.316
H  11.475  20.549  17.080  0.353
C  6.510  13.349  19.952  -1.593
C  5.133  13.786  19.593  0.291
C  4.808  15.168  20.122  -0.722
O  5.618  16.018  19.431  -0.363
C  5.245  17.373  19.476  -0.773
N  5.118  13.923  18.120  -0.360
H  5.533  14.850  17.889  0.340
H  5.720  13.231  17.624  0.353
H  4.172  13.959  17.672  0.376
H  6.585  13.152  20.991  0.402
H  7.277  14.109  19.830  0.382
H  6.702  12.386  19.494  0.477
H  4.463  12.991  19.805  0.384
H  5.160  15.240  21.153  0.396
H  3.742  15.449  20.070  0.520
H  5.788  17.952  18.731  0.245
H  5.429  17.771  20.507  0.298
H  4.186  17.510  19.241  0.345
C  12.750  10.530  10.673  -1.468
C  11.604  10.762  11.575  1.036
C  11.855  11.886  12.542  -0.860
O  13.009  11.446  13.303  -0.380
C  13.512  12.478  14.163  -0.808
N  10.337  11.162  10.833  -0.113
H  9.511  11.078  11.574  -0.017
H  10.381  12.103  10.381  0.386
H  10.285  10.441  10.106  0.411
H  13.641  10.526  11.313  0.394
H  12.927  11.313  9.928  0.361
H  12.666  9.586  10.096  0.412
H  11.223  9.887  12.133  -0.534
H  11.024  11.983  13.219  0.399
H  12.003  12.859  12.069  0.544
H  12.854  12.623  15.002  0.320
H  13.749  13.341  13.487  0.318
H  14.437  12.101  14.685  0.314
C  9.539  7.573  12.622  -0.907
C  9.196  7.287  14.067  -0.015
C  10.270  7.914  15.061  -0.371
O  9.683  7.965  16.379  -0.420
C  10.575  8.754  17.248  -0.731
N  7.949  7.995  14.381  -0.095
H  7.126  7.501  13.965  0.423
H  7.853  8.024  15.410  0.409
H  7.912  8.965  13.925  0.007
H  9.522  8.682  12.502  0.002
H  8.844  7.090  11.938  0.461
H  10.530  7.188  12.342  0.363
H  9.050  6.239  14.222  0.399
H  10.649  8.865  14.636  0.068
H  11.171  7.317  15.143  0.529
H  10.054  8.771  18.218  0.281
H  10.661  9.779  16.876  0.302
H  11.598  8.382  17.364  0.311
Cl  8.385  11.100  13.342  -0.732

Entry 3:
C30H76N2O15 | ωB97M-V/def2-TZVPD

Output
- E_HOMO (alpha / beta): -9.686 / -9.686 eV
- LUMO level (alpha / beta): -2.34 / -6.45 eV
- Multiplicity: 2
- Calculated total energy: -66016.77442 eV
- Total charge: +1

Each line ends with the Mulliken charge.
Positions of all 123 atoms, in Å:
O  1.387  -1.741  -3.369  -0.531
H  1.490  -1.196  -4.149  0.271
H  1.180  -2.611  -3.711  0.246
C  -5.495  4.141  -3.665  -1.833
C  -5.873  2.673  -3.996  0.791
C  -5.238  2.393  -5.397  -1.003
C  -3.761  1.915  -5.294  -0.871
C  -3.558  0.572  -4.449  -0.969
C  -4.600  0.463  -3.256  1.815
N  -5.358  1.697  -3.024  1.057
O  -6.101  1.698  -1.803  -0.333
C  -5.772  -0.565  -3.502  -1.613
C  -3.674  0.129  -2.037  -2.409
C  -7.478  2.570  -4.117  -1.496
H  -5.945  4.884  -4.324  0.472
H  -4.428  4.318  -3.536  0.392
H  -5.891  4.304  -2.663  0.462
H  -5.792  1.840  -6.156  0.435
H  -5.099  3.360  -5.880  0.486
H  -3.298  2.828  -4.921  0.347
H  -3.390  1.749  -6.305  0.428
H  -2.539  0.588  -4.061  0.307
H  -3.701  -0.275  -5.118  0.454
H  -6.657  -0.258  -2.945  0.329
H  -6.011  -0.593  -4.565  0.390
H  -5.562  -1.580  -3.165  0.396
H  -4.331  0.241  -1.174  0.583
H  -3.211  -0.858  -2.064  0.509
H  -2.927  0.920  -1.960  0.477
H  -8.302  2.791  -3.438  0.300
H  -7.620  1.517  -4.360  0.417
H  -7.683  3.173  -5.001  0.432
H  -5.362  1.898  -1.224  0.212
C  7.400  -5.378  1.074  -1.441
C  6.005  -5.571  1.760  1.275
C  6.160  -4.863  3.130  -1.222
C  6.023  -3.391  3.096  -0.794
C  4.830  -2.830  2.470  -0.698
C  4.558  -3.548  1.102  1.743
N  4.800  -5.082  1.134  0.099
O  4.588  -5.723  -0.096  -0.434
C  3.043  -3.261  0.718  -2.231
C  5.447  -2.932  -0.032  -1.606
C  5.897  -7.120  2.180  -1.806
H  7.438  -4.339  0.747  0.339
H  7.471  -5.839  0.089  0.391
H  8.226  -5.744  1.685  0.370
H  5.350  -5.143  3.803  0.379
H  6.992  -5.214  3.742  0.500
H  6.892  -2.977  2.585  0.242
H  5.890  -3.021  4.112  0.428
H  4.937  -1.759  2.299  0.458
H  3.948  -2.942  3.102  0.068
H  2.909  -3.581  -0.315  0.489
H  2.265  -3.899  1.136  0.522
H  2.806  -2.201  0.812  0.384
H  6.372  -2.485  0.333  0.414
H  5.756  -3.559  -0.869  0.359
H  5.021  -2.025  -0.463  -0.103
H  5.793  -7.693  1.259  0.418
H  4.987  -7.422  2.699  0.398
H  6.829  -7.431  2.651  0.365
H  5.255  -5.274  -0.620  0.411
C  0.800  -1.202  6.238  -0.436
C  1.911  -1.594  5.349  -0.348
O  1.731  -1.233  3.971  -0.434
O  0.986  -0.020  7.154  -0.532
H  0.847  -1.975  7.005  0.293
H  -0.146  -1.098  5.707  0.273
H  1.985  -2.670  5.192  0.292
H  2.887  -1.244  5.684  0.355
H  1.417  -0.334  3.849  0.261
H  0.177  0.106  7.656  0.305
C  -0.656  0.606  0.801  1.361
C  0.570  -0.327  0.305  -0.417
O  0.926  -0.085  -1.048  -0.603
O  -0.255  1.644  1.522  -0.528
H  -1.190  0.023  1.552  -0.415
H  -1.362  0.807  -0.006  -0.634
H  0.382  -1.398  0.384  0.423
H  1.296  -0.253  1.115  0.252
H  1.216  -0.871  -1.516  0.245
H  -0.830  2.397  1.368  0.195
C  5.732  0.807  -2.835  -0.445
C  4.389  0.047  -2.635  0.609
O  3.546  1.057  -2.076  -0.468
O  5.431  1.672  -3.858  -0.551
H  6.550  0.095  -2.938  0.374
H  5.959  1.376  -1.933  0.257
H  4.661  -0.660  -1.851  -0.373
H  3.942  -0.569  -3.415  0.314
H  2.731  0.725  -1.693  0.266
H  4.566  1.993  -3.594  0.341
C  1.013  7.109  1.273  -0.361
C  -0.050  6.583  2.336  -0.128
O  0.583  5.501  2.887  -0.480
O  0.579  8.190  0.573  -0.524
H  1.201  6.374  0.490  0.232
H  1.970  7.405  1.703  0.299
H  -1.023  6.454  1.864  0.088
H  -0.203  7.266  3.172  0.288
H  0.305  4.644  2.556  0.295
H  0.287  8.791  1.262  0.312
C  -3.443  4.551  1.008  -0.853
C  -3.716  3.483  -0.038  0.169
O  -4.455  2.437  0.515  -0.628
O  -2.532  4.224  2.061  -0.411
H  -4.338  4.991  1.447  0.494
H  -2.974  5.414  0.535  0.426
H  -2.968  3.077  -0.718  0.236
H  -4.546  3.853  -0.640  -0.030
H  -3.931  2.054  1.223  0.450
H  -2.957  4.655  2.805  0.277
C  -4.369  -2.348  1.416  -0.491
C  -3.509  -1.229  2.212  -0.447
O  -3.616  0.072  1.546  -0.419
O  -5.665  -2.456  1.881  -0.510
H  -3.886  -3.285  1.696  0.379
H  -4.333  -2.224  0.334  0.168
H  -2.445  -1.444  2.316  0.372
H  -3.816  -1.180  3.257  0.352
H  -4.537  0.337  1.604  0.204
H  -6.110  -1.859  1.276  0.346

Number 1 is which compound?
C30H75F4K2N2O28P5S4